This record from the Open Molecules 2025 dataset describes 2 unconnected molecules or ions with the total composition C2H2Cl3NO. The level of theory is ωB97M-V with the def2-TZVPD basis set.

## Properties
structure (SMILES): C=C(Cl)Cl.O=NCl
gap between HOMO and LUMO: 8.40 eV
LUMO: -1.20 eV
DFT total energy: -1587.80326 hartree

Geometry as XYZ:
```
9
Properties=species:S:1:pos:R:3:forces:R:3
C 0.21256 -0.07947 -0.30393 -1.8 -3.8 -1.6
C 1.34952 -0.71674 -0.60035 -0.7 -0.6 -0.8
Cl 2.09467 -0.55271 -2.19832 -0.3 0.3 0.7
Cl 2.12906 -1.97533 0.29041 -0.1 0.6 0.4
H -0.41095 0.16695 -1.18395 0.9 0.9 0.5
H -0.48850 -0.43370 0.47642 1.2 0.5 0.3
O 0.93765 2.06132 -0.08718 2.1 3.0 2.3
N 1.67389 1.72197 0.73401 -1.2 -2.7 -1.6
Cl 2.72829 2.62821 1.96044 -0.1 1.7 -0.1
```
Positions in Å, forces in eV/Å.